Entry from the Open Molecules 2025 dataset: a cluster of 2 separate species, C9H10N2O in total (the ωB97M-V functional and the def2-TZVPD basis).

The geometry in XYZ format:
```
22
Properties=species:S:1:pos:R:3
O 0.46612 -2.08436 -0.23112
N 1.42141 -1.22402 0.19038
C 1.63167 -0.20450 -0.52700
C 2.64264 0.80980 -0.10587
C 4.06799 0.36584 0.05213
N 3.21578 0.56619 1.22189
H -0.10932 -1.66515 -0.88490
H 1.11201 -0.02804 -1.48661
H 2.42991 1.84934 -0.36375
H 4.82841 1.11400 -0.10000
H 4.33461 -0.65466 -0.20952
H 2.85151 -0.33868 1.52614
C -3.88328 -0.51204 1.63358
C -3.15153 -0.38530 0.67195
C -2.28210 0.03790 -0.41139
C -2.03951 -0.82838 -1.40809
C -1.97212 1.45172 -0.45190
C -1.93550 2.66262 -0.35600
H -4.48530 -0.62811 2.50277
H -2.22764 -1.88691 -1.22617
H -1.41142 -0.58018 -2.26414
H -1.98162 3.71211 -0.11529
```

Its SMILES is O/N=C/[C@@H]1CN1.C#CC(=C)C#C. The frontier orbital gap is 9.0 eV. Its energy above the lowest of the compared OMol25 structures with the same formula, charge and spin is 207.8 kcal/mol. Its total charge is 0. As for the multiplicity: 1.

Atom charges from the natural (NBO) analysis, given in e for atoms 1 to 8: O -0.539; N -0.120; C 0.014; C -0.148; C -0.240; N -0.569; H 0.449; H 0.165

Entry from the Open Molecules 2025 dataset: a cluster of 2 separate species, C9H10N2O2S in total (the ωB97M-V functional and the def2-TZVPD basis).

The geometry in XYZ format:
```
24
Properties=species:S:1:pos:R:3
C -0.74184 1.55355 0.11081
C 3.82214 -0.52523 -0.34664
C 3.14841 -1.30447 0.64376
C 3.23716 0.55142 -0.91435
C 1.88885 -0.92510 1.00368
C 1.93416 0.95899 -0.59190
C 1.33360 0.22877 0.42647
C -3.88103 0.17324 0.52365
C -0.01329 0.56840 0.78540
N -1.35623 2.38054 -0.41146
N -3.28704 0.07802 -0.75043
O -1.30190 -0.97476 -2.11104
O -1.89242 -2.02020 0.08390
S -1.75376 -0.83132 -0.75114
H 4.82008 -0.87408 -0.66976
H 3.43234 -2.38114 0.98719
H 3.77676 1.04147 -1.79018
H 1.32377 -1.37917 1.82022
H 1.54972 1.97414 -0.87195
H -3.74133 -0.66989 1.13752
H -3.79617 1.22011 0.96177
H -4.95324 0.11964 0.35933
H -0.35699 0.14603 1.65134
H -3.19176 0.89105 -1.28620
```

The frontier orbital gap (spin up / spin down) is 6.8 / 7.0 eV. Its energy above the lowest of the compared OMol25 structures with the same formula, charge and spin is 110.2 kcal/mol. Its total charge is 0. As for the multiplicity: 1.

Atom charges from the natural (NBO) analysis, given in e for atoms 1 to 8: C 0.220; C -0.194; C -0.200; C -0.207; C -0.176; C -0.172; C -0.097; C -0.458

Entry from the Open Molecules 2025 dataset: a cluster of 2 separate species, C9H10N2O2S in total (the ωB97M-V functional and the def2-TZVPD basis).

The geometry in XYZ format:
```
24
Properties=species:S:1:pos:R:3
C -0.54928 -2.79983 -0.16269
C 0.28092 -1.87630 -0.72194
C -1.41437 -2.38158 0.92948
C 0.15607 -0.49952 -0.30069
C -1.00481 -0.13628 0.62754
C -1.46566 2.50438 0.39693
C -2.48207 2.04273 1.39154
C -1.50331 1.12680 0.81472
C 1.79941 0.24020 -1.85298
N -1.69172 -1.15158 1.25281
N 1.02364 0.43715 -0.65213
O 3.34388 -0.98342 0.60751
O 3.90373 1.22598 -0.02350
S 3.11102 0.41465 0.82877
H -0.29234 -3.74526 -0.46308
H 1.11267 -2.06032 -1.38787
H -1.86414 -3.27770 1.40308
H -1.87541 2.79666 -0.66109
H -0.60666 3.08050 0.82646
H -2.31747 2.17575 2.39900
H -3.60866 1.97155 1.20285
H 2.01964 1.35797 -2.15967
H 2.68068 -0.13303 -1.56117
H 1.24426 -0.32950 -2.73387
```

The frontier orbital gap (spin up / spin down) is 7.0 / 7.0 eV. Its energy above the lowest of the compared OMol25 structures with the same formula, charge and spin is 132.5 kcal/mol. Its total charge is 0. As for the multiplicity: 1.

Atom charges from the natural (NBO) analysis, given in e for atoms 1 to 8: C -0.212; C -0.210; C 0.057; C 0.230; C 0.032; C -0.452; C -0.437; C 0.150

Entry from the Open Molecules 2025 dataset: the molecule C9H10N2O3 (the ωB97M-V functional and the def2-TZVPD basis).

The geometry in XYZ format:
```
24
Properties=species:S:1:pos:R:3
O 0.08134 3.16604 1.78706
N -0.67590 2.05247 2.12181
C -0.56091 1.20624 1.07524
C 0.26947 1.15093 -0.14895
N 1.01922 2.17492 -0.63146
C 2.09406 1.77453 -1.47749
C 2.25235 0.59370 -1.92693
C 1.34797 -0.33188 -1.47345
C 0.36507 -0.17355 -0.57391
C -0.32950 -1.13550 0.28179
O 0.01500 -2.56000 -0.23619
C -1.24078 -3.20000 -0.18301
C -2.21429 -2.52562 0.56149
O -1.70736 -1.19951 0.36156
H 0.59508 3.14774 0.81938
H -1.32276 0.25032 0.97651
H 3.08221 2.45333 -1.78711
H 2.83286 0.33534 -2.78846
H 1.45420 -1.30094 -1.80755
H 0.23911 -1.11833 1.25626
H -1.13000 -4.21695 0.29717
H -1.41009 -3.49254 -1.30535
H -2.47232 -2.82749 1.62498
H -3.28412 -2.22752 0.17350
```

Its SMILES is O/N=C\c1ncccc1C1OCCO1. The frontier orbital gap is 8.7 eV. Its energy above the lowest of the compared OMol25 structures with the same formula, charge and spin is 191.6 kcal/mol. Its total charge is 0. As for the multiplicity: 1.

Atom charges from the natural (NBO) analysis, given in e for atoms 1 to 8: O -0.587; N 0.002; C -0.125; C 0.182; N -0.478; C 0.073; C -0.301; C -0.091

Entry from the Open Molecules 2025 dataset: a structure of composition C9H10N2O4 (the ωB97M-V functional and the def2-TZVPD basis).

The geometry in XYZ format:
```
25
Properties=species:S:1:pos:R:3
C -2.97987 0.40493 0.80920
C -1.86339 0.95630 1.15357
C -3.20432 -0.32400 -0.44196
C -1.04024 0.30155 -0.97106
C 0.31477 0.61144 -1.57782
C 1.46938 -0.42580 -1.16288
C 1.79107 -0.15881 0.41621
C 0.33338 1.64963 0.10415
C 0.99038 -1.09276 1.28207
N -2.08371 -0.28648 -1.34411
N -0.85370 0.88466 0.26009
O -4.24677 -0.77049 -0.84533
O 1.48577 1.18023 0.70547
O 2.65605 -0.33425 -1.91094
O 1.74804 -2.26239 1.33917
H -3.68293 0.28037 1.66026
H -1.57722 1.28016 2.15053
H 0.36208 1.16771 -2.47725
H 1.14766 -1.46558 -1.47797
H 2.86605 -0.26691 0.71475
H 0.32928 2.68864 0.07379
H 0.08666 -1.32537 0.59630
H 0.80415 -0.61181 2.21842
H 3.11448 0.51432 -1.76420
H 2.03298 -2.59526 0.48954
```

The frontier orbital gap is 9.8 eV. Its energy above the lowest of the compared OMol25 structures with the same formula, charge and spin is 66.5 kcal/mol. Its total charge is 0. As for the multiplicity: 1.

Atom charges from the natural (NBO) analysis, given in e for atoms 1 to 8: C -0.351; C 0.043; C 0.612; C 0.456; C -0.285; C 0.061; C 0.046; C 0.302

Entry from the Open Molecules 2025 dataset: a structure of composition C9H10N2OW (the ωB97M-V functional and the def2-TZVPD basis).

The geometry in XYZ format:
```
23
Properties=species:S:1:pos:R:3
C -1.07540 1.83507 0.90633
C 0.01402 2.28071 0.03760
C 1.24251 1.86703 0.62637
C 0.93705 1.21385 1.86582
C -0.48120 1.14730 1.99328
W 0.16177 0.01084 0.12387
C 0.23363 -0.00178 -2.04186
C -1.24233 -0.03559 -1.77059
C -2.24481 0.35530 -2.63526
N -1.70443 -0.42730 -0.50996
H 2.22914 2.10385 0.23065
H -0.10885 2.89729 -0.86339
H 1.67444 0.88631 2.60398
H -1.01103 0.76438 2.84692
H -2.12696 2.12101 0.78977
H 0.70653 0.83602 -2.59301
H -2.63507 -0.76116 -0.68419
H 0.70435 -0.96462 -2.30911
H -1.99167 0.64440 -3.63531
H -3.28193 0.39612 -2.30614
O 2.49003 -3.37799 1.24216
C 1.75102 -2.47755 1.04671
N 1.07712 -1.51094 0.79163
```

The frontier orbital gap (spin up / spin down) is 6.5 / 7.3 eV. Its energy above the lowest of the compared OMol25 structures with the same formula, charge and spin is 0.0 kcal/mol. Its total charge is 0. As for the multiplicity: 3.

Atom charges from the natural (NBO) analysis, given in e for atoms 1 to 8: C -0.218; C -0.322; C -0.374; C -0.291; C -0.337; W 1.430; C -0.778; C 0.128

no.,electronic energy (a.u.)
1,-533.41314
2,-1006.99198
3,-1006.95635
4,-683.91396
5,-759.30026
6,-600.67572